Formula: C3H7O3
Source: the Open Molecules 2025 dataset
Level of theory: ωB97M-V/def2-TZVPD

The geometry in XYZ format:
```
13
C3H7O3 ωB97M-V/def2-TZVPD
C -0.257 -1.596 1.299
C 1.015 -1.647 0.467
O 1.241 -0.679 -0.340
O 1.765 -2.636 0.609
H -0.222 -0.741 1.981
H -0.319 -2.532 1.848
H -1.119 -1.401 0.659
C -0.343 2.245 -1.240
O -0.903 1.062 -0.656
H -0.149 0.486 -0.322
H 0.062 1.928 -2.213
H -1.205 2.860 -1.491
H 0.435 2.650 -0.602
```

Output
**HOMO-LUMO gap**: 0.301 Eh
**Strongest force on any atom**: 2.42 eV/A
**HOMO level**: -4.186 eV
**Energy relative to the best compared isomer or geometry (same formula, charge and spin)**: 0.789 eV
**Charge**: -1
**Calculated total energy**: -9368.370 eV

Formula: H5N2PS
Source: the Open Molecules 2025 dataset
Level of theory: ωB97M-V/def2-TZVPD

The geometry in XYZ format:
```
9
H5N2PS ωB97M-V/def2-TZVPD
N -0.969 1.133 0.636
N 0.017 1.096 -0.221
P 0.240 1.959 -1.553
S 0.412 -2.513 0.862
H -0.955 0.584 1.530
H -1.742 1.873 0.779
H 0.851 -3.643 0.305
H 1.473 1.210 -2.010
H 0.673 -1.697 -0.328
```

Output
**HOMO-LUMO gap**: 0.331 Eh
**Strongest force on any atom**: 3.46 eV/A
**HOMO level**: -8.647 eV
**SMILES**: [H]/P=N/N.S
**Energy relative to the best compared isomer or geometry (same formula, charge and spin)**: 3.306 eV
**Charge**: 0
**Calculated total energy**: -23182.738 eV

Formula: C2H4F2N
Source: the Open Molecules 2025 dataset
Level of theory: ωB97M-V/def2-TZVPD

The geometry in XYZ format:
```
9
C2H4F2N ωB97M-V/def2-TZVPD
C -0.148 -0.446 0.610
C 0.847 -0.115 -0.529
N 0.545 -1.423 0.214
F 0.455 -2.725 0.081
F -2.501 0.711 0.339
H -0.845 -0.055 1.373
H -2.826 1.499 -0.104
H 0.359 -0.025 -1.539
H 1.773 0.141 -0.241
```

Output
**HOMO-LUMO gap**: 0.442 Eh
**Strongest force on any atom**: 5.08 eV/A
**HOMO level**: -18.171 eV
**Energy relative to the best compared isomer or geometry (same formula, charge and spin)**: 0.113 eV
**Charge**: +1
**Calculated total energy**: -9050.790 eV

Formula: C5H8N2
Source: the Open Molecules 2025 dataset
Level of theory: ωB97M-V/def2-TZVPD

The geometry in XYZ format:
```
15
C5H8N2 ωB97M-V/def2-TZVPD
N -0.934 -1.664 -0.797
C -1.797 -0.871 0.019
C -1.457 0.333 0.733
N -1.671 -0.606 1.545
C 1.151 0.826 -0.786
C 1.876 0.029 0.268
C 1.673 1.510 0.175
H -1.201 -2.647 -0.801
H 0.023 -1.581 -0.506
H -2.808 -1.010 -0.295
H 0.662 0.799 -1.748
H 1.319 -0.539 1.020
H 2.857 -0.388 0.035
H 1.925 2.459 0.619
H -1.148 1.363 0.794
```

Output
**HOMO-LUMO gap**: 0.369 Eh
**Strongest force on any atom**: 0.80 eV/A
**HOMO level**: -8.921 eV
**SMILES**: N[C@@H]1C=N1.C1=CC1
**Energy relative to the best compared isomer or geometry (same formula, charge and spin)**: 5.100 eV
**Charge**: 0
**Calculated total energy**: -8289.896 eV

Formula: C17H42N5O7S
Source: the Open Molecules 2025 dataset
Level of theory: ωB97M-V/def2-TZVPD

The geometry in XYZ format:
```
72
C17H42N5O7S ωB97M-V/def2-TZVPD
C 0.543 -1.575 2.712
C 0.673 0.046 2.509
C -0.469 0.927 3.326
O -1.765 0.290 3.041
C -2.720 0.906 3.978
N -3.942 -0.001 4.149
C -4.945 0.141 3.222
N -5.061 1.040 1.994
C -6.437 0.745 1.418
N -6.997 -0.318 2.367
S -8.538 -1.143 2.394
N -6.174 -0.721 3.410
N -6.524 -1.666 4.361
C -5.654 -2.762 4.291
O -4.482 -3.442 4.432
H 0.473 -2.047 1.621
H 1.510 -1.987 3.268
H -0.379 -1.927 3.342
H 0.593 0.396 1.373
H 1.712 0.382 2.931
H -0.218 0.851 4.468
H -0.529 2.053 2.985
H -2.304 1.102 5.054
H -3.144 1.947 3.594
H -3.936 -0.667 4.956
H -7.003 1.210 0.489
H -9.193 -0.642 3.564
C 5.477 -0.931 1.067
C 4.767 0.121 1.893
O 3.831 -0.497 2.764
H 4.757 -1.510 0.479
H 6.200 -0.470 0.387
H 6.004 -1.640 1.713
H 4.224 0.815 1.245
H 5.479 0.695 2.494
H 4.324 -1.105 3.341
C 0.148 4.226 -0.659
C -0.575 4.098 0.666
O 0.312 4.401 1.733
H 1.009 3.550 -0.695
H -0.521 3.991 -1.492
H 0.535 5.242 -0.793
H -0.940 3.076 0.805
H -1.429 4.780 0.714
H 0.624 5.313 1.604
C -1.824 1.467 -4.410
C -2.186 2.706 -3.618
O -1.240 3.735 -3.867
H -0.822 1.117 -4.139
H -2.541 0.663 -4.225
H -1.806 1.684 -5.483
H -2.181 2.490 -2.545
H -3.181 3.070 -3.892
H -1.258 3.926 -4.821
C 0.373 -1.418 -7.783
C -0.251 -0.042 -7.883
O 0.276 0.804 -6.871
H 0.178 -1.859 -6.800
H -0.026 -2.084 -8.554
H 1.460 -1.360 -7.896
H -1.335 -0.102 -7.747
H -0.050 0.411 -8.858
H 1.238 0.857 -7.005
C 6.276 -5.669 0.133
C 5.914 -4.429 0.925
O 6.860 -3.400 0.676
H 7.278 -6.019 0.404
H 5.559 -6.473 0.318
H 6.294 -5.451 -0.940
H 5.919 -4.645 1.998
H 4.919 -4.065 0.651
H 6.842 -3.210 -0.278
```

Output
**HOMO-LUMO gap**: 0.227 Eh
**Strongest force on any atom**: 12.11 eV/A
**HOMO level**: -11.475 eV
**Charge**: +1
**Calculated total energy**: -50909.579 eV